#1
Here is the ion C6H12NO with charge +1 from OMol25. Energies are from the ωB97M-V functional and the def2-TZVPD basis.

Last column: natural (NBO) charge in e.
Geometry (Å):
C 2.23 0.44 -0.86  -0.661
C 1.17 0.10 0.16  0.220
C 1.57 -1.14 1.00  -0.636
O 0.77 1.31 0.79  -0.441
C -0.09 0.76 -0.10  0.043
C -1.36 0.09 0.48  -0.051
C -2.63 0.74 0.13  -0.186
N -2.24 -0.58 -0.52  -0.542
H 3.30 0.32 -0.62  0.242
H 2.26 1.54 -1.18  0.243
H 2.16 -0.29 -1.71  0.222
H 2.62 -1.22 0.94  0.247
H 1.00 -1.93 0.73  0.214
H 1.29 -1.14 2.04  0.238
H -0.20 1.30 -0.95  0.190
H -1.21 -0.46 1.31  0.245
H -3.50 0.66 0.73  0.257
H -2.50 1.64 -0.61  0.263
H -2.76 -1.43 -0.29  0.449
H -1.91 -0.71 -1.46  0.444

Kohn-Sham gap	0.392	Ha
E_HOMO	-14.25	eV
charge	+1
SMILES	CC1(C)O[C@@H]1[C@H]1C[NH2+]1

***

#2
Here is a structure of composition C6H12NO from OMol25. Energies are from the ωB97M-V functional and the def2-TZVPD basis.

Last column: natural (NBO) charge in e.
Geometry (Å):
C 1.97 -0.72 -0.33  -0.165
C 1.54 0.60 -0.79  -0.289
C 0.93 -1.47 -0.11  -0.055
C 0.19 0.61 -0.65  0.495
C -1.09 -0.57 0.97  -0.432
C -1.19 -0.99 -1.42  -0.423
N -0.31 -0.61 -0.32  -0.287
O -0.59 1.61 -0.98  -0.665
H 2.86 -1.21 -0.37  0.256
H 2.12 1.49 -0.91  0.253
H 0.80 -2.48 0.30  0.261
H 0.74 2.56 2.27  0.038
H 0.76 1.77 2.12  -0.039
H -1.62 0.35 1.26  0.267
H -1.75 -1.51 1.08  0.257
H -0.27 -0.71 1.71  0.242
H -1.54 -2.00 -1.35  0.244
H -1.96 -0.26 -1.41  0.244
H -0.73 -0.96 -2.46  0.259
H -0.22 2.53 -0.82  0.540

Kohn-Sham gap	0.361	Ha
E_HOMO	-13.29	eV
charge	+1

***

Stability ranking, top and bottom: #1 is the most stable and #2 is the least stable.

***

#1
Here is a cluster of 2 separate species, C2HN3O3 in total from OMol25. Energies are from the ωB97M-V functional and the def2-TZVPD basis.

Last column: natural (NBO) charge in e.
Geometry (Å):
C 0.05 0.22 0.17  -0.190
C 1.02 1.11 -0.15  0.207
N -0.86 0.20 -0.73  0.221
N 1.83 1.93 -0.32  -0.267
N -1.00 1.11 -3.36  0.539
O -0.97 1.44 -2.22  -0.218
O -0.80 0.16 -4.03  -0.253
O -1.84 -0.51 -0.92  -0.297
H 0.20 -0.54 1.03  0.259

Kohn-Sham gap (spin up / spin down)	0.328 / 0.317	Ha
E_HOMO (spin up / spin down)	-10.31 / -10.12	eV

***

#2
Here is the molecule C2HN3O3 from OMol25. Energies are from the ωB97M-V functional and the def2-TZVPD basis.

Last column: natural (NBO) charge in e.
Geometry (Å):
O 0.62 -0.13 2.18  -0.507
C 0.70 -0.51 0.99  0.731
O 1.80 -1.14 0.60  -0.661
C -0.25 0.16 -0.04  0.350
N -0.06 0.30 -1.30  -0.294
N -1.31 1.03 -1.69  -0.045
N -2.03 1.20 -0.66  0.129
O -1.40 0.72 0.40  -0.244
H 1.94 -1.61 -0.48  0.540

Kohn-Sham gap	0.404	Ha
E_HOMO	-11.57	eV
SMILES	O=C(O)c1nnno1

***

Stability ranking, top and bottom: #2 is the most stable and #1 is the least stable.

***

#1
Here is the molecule C6H14N2O2 from OMol25. Energies are from the ωB97M-V functional and the def2-TZVPD basis.

Last column: natural (NBO) charge in e.
Geometry (Å):
C -3.43 -0.86 0.00  -0.277
O -2.01 -0.85 -0.01  -0.551
C -1.33 0.21 0.62  0.359
C -1.10 1.38 -0.27  -0.474
C 0.31 1.50 -0.59  -0.240
N 0.60 0.15 -0.53  -0.022
N 2.01 -0.14 -0.35  -0.291
C 2.15 -1.57 -0.67  -0.413
C 2.66 0.19 0.93  -0.426
O -0.02 -0.30 0.70  -0.421
H -3.82 -2.06 -0.05  0.218
H -3.67 -0.12 0.95  0.182
H -3.89 -0.38 -1.15  0.160
H -1.68 0.52 1.62  0.170
H -1.59 1.13 -1.27  0.231
H -1.65 2.33 0.01  0.222
H 0.39 1.70 -1.66  0.231
H 0.89 2.26 0.11  0.170
H 1.64 -2.13 0.26  0.179
H 3.24 -1.75 -0.73  0.194
H 1.71 -1.89 -1.60  0.216
H 2.29 1.11 1.22  0.201
H 2.54 -0.66 1.76  0.178
H 3.75 0.20 0.70  0.206

Kohn-Sham gap	0.361	Ha
E_HOMO	-8.88	eV
SMILES	CO[C@@H]1CCN(N(C)C)O1

***

#2
Here is a structure of composition C6H14N2O2 from OMol25. Energies are from the ωB97M-V functional and the def2-TZVPD basis.

Last column: natural (NBO) charge in e.
Geometry (Å):
C 1.89 1.01 -0.38  -0.728
C 3.05 0.06 -0.50  0.661
C 5.35 -0.54 0.16  -0.415
C -1.78 0.10 0.91  -0.695
C -3.03 0.20 -0.06  0.681
C -5.30 -0.60 -0.49  -0.455
H 2.06 2.11 -0.21  0.224
H 1.16 0.60 0.26  0.236
H 1.29 1.00 -1.32  0.252
H 4.14 1.20 0.70  0.387
H 5.09 -1.34 -0.45  0.240
H 6.38 -0.13 -0.13  0.198
H 5.42 -0.82 1.22  0.193
H -1.83 -1.00 1.15  0.203
H -2.05 0.84 1.66  0.252
H -0.94 0.21 0.30  0.234
H -3.61 -1.30 0.89  0.390
H -5.05 0.20 -1.33  0.263
H -5.71 -1.55 -0.97  0.210
H -6.32 0.01 0.14  0.194
N 4.25 0.43 0.01  -0.606
N -3.94 -0.85 0.06  -0.648
O 2.88 -1.07 -0.96  -0.641
O -3.37 1.23 -0.65  -0.628

Kohn-Sham gap	0.377	Ha
E_HOMO	-9.54	eV

***

#3
Here is a cluster of 2 separate species, C6H14N2O2 in total from OMol25. Energies are from the ωB97M-V functional and the def2-TZVPD basis.

Last column: natural (NBO) charge in e.
Geometry (Å):
C -1.86 2.84 -0.64  -0.432
N -2.12 1.53 -0.13  -0.613
C -1.60 0.35 -0.63  0.684
C -2.08 -0.87 0.11  -0.738
O -0.67 0.30 -1.40  -0.639
H -2.59 3.14 -1.43  0.186
H -1.91 3.66 0.03  0.211
H -0.90 2.94 -1.18  0.235
H -2.98 1.41 0.40  0.391
H -2.50 -0.65 1.09  0.221
H -2.82 -1.50 -0.49  0.244
H -1.32 -1.67 0.24  0.262
C 2.45 -2.50 -0.58  -0.454
N 1.54 -1.41 -0.17  -0.668
C 2.14 -0.55 0.72  0.671
C 1.35 0.56 1.35  -0.695
O 3.30 -0.65 1.13  -0.630
H 2.11 -3.46 -0.10  0.196
H 2.70 -2.56 -1.63  0.204
H 3.50 -2.36 -0.22  0.243
H 0.94 -0.98 -0.95  0.442
H 1.00 0.19 2.32  0.234
H 1.92 1.48 1.44  0.238
H 0.43 0.73 0.73  0.207

Kohn-Sham gap	0.362	Ha
E_HOMO	-9.20	eV
SMILES	CNC(C)=O.CNC(C)=O

***

#4
Here is a cluster of 2 separate species, C6H14N2O2 in total from OMol25. Energies are from the ωB97M-V functional and the def2-TZVPD basis.

Last column: natural (NBO) charge in e.
Geometry (Å):
C -2.18 2.09 -1.07  -0.423
N -0.89 1.61 -0.60  -0.650
C 0.12 1.49 -1.55  0.674
C 1.58 1.25 -1.17  -0.697
O -0.16 1.56 -2.71  -0.605
H -2.44 1.85 -2.12  0.245
H -2.97 1.78 -0.19  0.194
H -2.34 3.15 -0.97  0.193
H -0.71 1.25 0.34  0.401
H 1.68 0.75 -0.19  0.183
H 1.99 0.43 -1.80  0.240
H 2.12 2.17 -1.18  0.245
C -1.25 -0.73 2.18  -0.465
N 0.23 -0.81 1.81  -0.682
C 0.70 -2.03 1.08  0.702
C 2.10 -1.86 0.84  -0.744
O -0.11 -2.85 0.91  -0.536
H -1.54 -0.79 3.35  0.201
H -2.00 -0.01 1.75  0.201
H -1.65 -1.64 1.85  0.228
H 0.62 -0.04 1.26  0.356
H 2.32 -2.30 -0.14  0.240
H 2.46 -0.92 0.52  0.237
H 2.79 -2.28 1.54  0.261

Kohn-Sham gap	0.381	Ha
E_HOMO	-9.66	eV
SMILES	CNC(C)=O.CNC(C)=O

***

Stability ranking, top and bottom: #3 is the most stable and #1 is the least stable.

***

#1
Here is a cluster of 2 separate species, C6H14N2O2 in total from OMol25. Energies are from the ωB97M-V functional and the def2-TZVPD basis.

Last column: natural (NBO) charge in e.
Geometry (Å):
C -0.96 -2.15 0.99  -0.442
N 0.26 -2.28 1.92  -0.662
C 1.16 -1.09 1.64  0.716
C 2.18 -0.80 2.71  -0.714
O 0.84 -0.29 0.72  -0.642
H -0.70 -2.69 0.05  0.204
H -1.83 -2.47 1.55  0.203
H -1.14 -0.94 0.73  0.242
H 0.56 -3.15 2.14  0.388
H 2.30 -1.45 3.53  0.229
H 3.19 -0.76 2.28  0.238
H 1.96 0.15 3.06  0.245
C 1.19 1.32 -1.91  -0.422
N 0.03 1.58 -1.08  -0.664
C -1.19 1.27 -1.72  0.693
C -2.33 1.59 -0.75  -0.738
O -1.28 0.92 -2.84  -0.592
H 2.05 2.06 -1.92  0.189
H 1.53 0.43 -1.69  0.184
H 1.03 1.43 -3.03  0.225
H 0.28 1.44 -0.07  0.434
H -3.24 2.13 -1.01  0.244
H -2.91 0.75 -0.45  0.228
H -1.97 2.07 0.17  0.213

Kohn-Sham gap	0.357	Ha
E_HOMO	-9.07	eV
SMILES	CNC(C)=O.CNC(C)=O

***

#2
Here is a cluster of 2 separate species, C6H14N2O2 in total from OMol25. Energies are from the ωB97M-V functional and the def2-TZVPD basis.

Last column: natural (NBO) charge in e.
Geometry (Å):
C -1.52 -2.49 -1.76  -0.417
N -2.01 -1.34 -1.01  -0.615
C -1.36 -0.85 0.09  0.689
C -2.23 -0.06 1.07  -0.718
O -0.20 -1.13 0.32  -0.643
H -2.22 -3.31 -1.59  0.188
H -1.62 -2.26 -2.83  0.198
H -0.50 -2.75 -1.53  0.240
H -2.96 -1.10 -1.18  0.385
H -1.80 0.94 1.14  0.230
H -3.18 0.27 0.64  0.217
H -2.17 -0.63 1.98  0.248
C 0.81 2.85 0.57  -0.424
N 1.74 1.74 0.86  -0.616
C 2.14 0.92 -0.13  0.684
C 2.88 -0.35 0.27  -0.715
O 1.84 1.11 -1.29  -0.639
H -0.19 2.39 0.56  0.175
H 0.81 3.55 1.39  0.202
H 1.01 3.12 -0.46  0.243
H 1.68 1.41 1.80  0.386
H 3.58 -0.19 1.08  0.208
H 3.35 -0.79 -0.60  0.235
H 2.12 -1.05 0.61  0.258

Kohn-Sham gap	0.362	Ha
E_HOMO	-9.08	eV
SMILES	CNC(C)=O.CNC(C)=O

***

#3
Here is a cluster of 2 separate species, C6H14N2O2 in total from OMol25. Energies are from the ωB97M-V functional and the def2-TZVPD basis.

Last column: natural (NBO) charge in e.
Geometry (Å):
C -2.24 1.02 -1.21  -0.418
N -1.12 1.80 -0.72  -0.618
C 0.13 1.52 -1.17  0.665
C 1.09 2.69 -1.29  -0.698
O 0.35 0.47 -1.76  -0.638
H -3.17 1.53 -1.08  0.206
H -2.17 0.86 -2.30  0.213
H -2.21 0.04 -0.70  0.211
H -1.33 2.57 -0.11  0.398
H 2.08 2.35 -0.97  0.232
H 1.13 3.16 -2.27  0.247
H 0.79 3.47 -0.61  0.204
C 0.55 -2.52 -0.56  -0.462
N 0.95 -1.68 0.58  -0.620
C 0.44 -1.98 1.81  0.664
C 0.64 -0.97 2.88  -0.721
O -0.36 -2.89 1.99  -0.621
H 1.02 -3.48 -0.85  0.201
H -0.36 -2.98 -0.17  0.223
H 0.52 -1.95 -1.48  0.230
H 1.00 -0.71 0.30  0.404
H -0.30 -0.55 3.24  0.239
H 1.15 -1.55 3.69  0.242
H 1.43 -0.21 2.77  0.216

Kohn-Sham gap	0.360	Ha
E_HOMO	-9.25	eV
SMILES	CNC(C)=O.CNC(C)=O

***

Stability ranking, top and bottom: #2 is the most stable and #1 is the least stable.

***

#1
Here is a cluster of 2 separate species, C6H14N2O2 in total from OMol25. Energies are from the ωB97M-V functional and the def2-TZVPD basis.

Last column: natural (NBO) charge in e.
Geometry (Å):
C -0.84 1.98 1.78  -0.443
N 0.43 2.04 1.09  -0.619
C 0.49 2.22 -0.26  0.662
C 1.79 2.50 -0.96  -0.704
O -0.53 2.09 -0.93  -0.636
H -0.86 2.79 2.54  0.194
H -1.63 2.27 1.10  0.239
H -1.25 1.10 2.27  0.209
H 1.19 2.30 1.70  0.396
H 2.60 2.68 -0.23  0.204
H 2.19 1.81 -1.70  0.252
H 1.57 3.51 -1.37  0.246
C 0.33 -2.33 1.59  -0.422
N -0.22 -1.60 0.46  -0.634
C -0.44 -2.32 -0.72  0.678
C -0.91 -1.41 -1.82  -0.720
O -0.31 -3.52 -0.71  -0.618
H -0.11 -3.33 1.56  0.236
H 1.42 -2.46 1.59  0.183
H 0.09 -1.79 2.49  0.192
H -0.01 -0.62 0.33  0.390
H 0.03 -1.28 -2.37  0.233
H -1.63 -1.84 -2.53  0.240
H -1.33 -0.49 -1.48  0.242

Kohn-Sham gap	0.364	Ha
E_HOMO	-9.35	eV
SMILES	CNC(C)=O.CNC(C)=O

***

#2
Here is a cluster of 2 separate species, C6H14N2O2 in total from OMol25. Energies are from the ωB97M-V functional and the def2-TZVPD basis.

Last column: natural (NBO) charge in e.
Geometry (Å):
C 3.43 -1.77 -1.21  -0.444
N 3.01 -2.05 0.26  -0.639
C 3.63 -1.06 1.14  0.697
C 3.02 -1.21 2.53  -0.731
O 4.61 -0.41 0.95  -0.567
H 3.25 -0.75 -1.50  0.194
H 4.54 -1.78 -1.26  0.221
H 3.06 -2.52 -1.91  0.207
H 2.02 -2.04 0.33  0.369
H 3.86 -1.57 3.17  0.246
H 2.80 -0.24 3.01  0.234
H 2.25 -1.87 2.68  0.215
C -2.47 2.65 0.07  -0.439
N -2.62 1.28 -0.35  -0.659
C -3.86 1.11 -1.05  0.697
C -4.14 -0.43 -1.24  -0.710
O -4.65 2.00 -1.15  -0.598
H -3.11 3.20 -0.72  0.245
H -2.82 2.90 1.08  0.193
H -1.30 3.01 0.09  0.185
H -1.90 0.65 -0.28  0.393
H -5.26 -0.38 -1.11  0.246
H -3.82 -0.65 -2.22  0.227
H -3.61 -1.02 -0.51  0.220

Kohn-Sham gap	0.361	Ha
E_HOMO	-9.63	eV
SMILES	CNC(C)=O.CNC(C)=O

***

Stability ranking, top and bottom: #1 is the most stable and #2 is the least stable.